(1)
An isolated ion of composition C6H10NO and charge +1 in a non-equilibrium geometry, computed with ωB97M-V/def2-TZVPD.

```
18
C6H10NO ωB97M-V/def2-TZVPD
C 3.010 -1.092 0.030
C 2.172 -0.243 -0.051
C 1.065 0.727 0.066
O 1.218 1.902 -0.065
C -0.346 0.142 0.080
C -0.591 -0.632 -1.218
C -0.813 -0.680 1.273
N -1.145 1.419 0.052
H 3.789 -1.757 -0.150
H -1.722 -0.533 -1.431
H 0.210 -0.306 -1.995
H -0.293 -1.645 -1.080
H -1.797 -0.948 1.060
H -0.580 -0.069 2.114
H -0.353 -1.552 1.236
H -0.655 2.066 -0.753
H -1.028 1.885 0.951
H -2.142 1.315 -0.117
```

Energy   -9911.99112 eV
Structure (SMILES)   C#CC(=O)C(C)(C)[NH3+]
HOMO   -14.99 eV
LUMO   -4.101 eV
Total charge   +1



(2)
The molecule C3H4F3N in a non-equilibrium geometry, computed with ωB97M-V/def2-TZVPD.

```
11
C3H4F3N ωB97M-V/def2-TZVPD
C 0.928 0.244 0.373
N -0.486 0.384 0.483
C -1.253 -0.300 -0.152
F -0.866 -1.372 -1.026
C -2.815 -0.161 -0.161
F -3.295 -0.371 1.098
F -3.244 1.021 -0.655
H 1.712 1.033 0.205
H 1.313 -0.635 -0.229
H 1.349 -0.035 1.356
H -3.267 -0.911 -0.781
```

Energy   -12817.10208 eV
Structure (SMILES)   C/N=C(\F)C(F)F
HOMO   -11.03 eV
LUMO   0.888 eV
Total charge   0



(3)
A 2-piece molecular cluster, C2HBrF3NO overall in a non-equilibrium geometry, computed with ωB97M-V/def2-TZVPD.

```
9
C2HBrF3NO ωB97M-V/def2-TZVPD
C 0.973 0.086 0.529
C 1.033 1.590 0.361
N 0.423 -0.367 1.715
O 0.779 -1.434 2.155
F 1.929 2.120 1.198
F 1.384 1.940 -0.877
F -0.140 2.170 0.623
Br 2.454 -0.857 -0.261
H -0.467 -0.361 -0.379
```

Energy   -83817.89913 eV
HOMO   -10.17 eV
LUMO   -2.000 eV
Total charge   0